(1)
ORCA calculation (ωB97M-V with the def2-TZVPD basis set) on a structure of composition FKLi.

Last column: Löwdin charge in e.
Element x y z (Å)
1 Li 3.191 1.186 -2.300  0.9448
2 K -3.527 -1.791 2.154  0.9844
3 F 0.336 0.606 0.146  -0.9293

Results
E_tot (eV): -19239.996
Max |F| (hartree/bohr): 0.017
Orbital gap (Ha): 0.1990
Charge: +1
HOMO (eV): -9.701
Energy above the lowest of the compared OMol25 structures with the same formula, charge and spin (kcal per mole): 88.1



(2)
ORCA calculation (ωB97M-V with the def2-TZVPD basis set) on a structure of composition FNO3PtS2 at a distorted geometry.

Last column: Löwdin charge in e.
Element x y z (Å)
1 Pt 0.238 -0.718 -1.773  1.1034
2 F 1.858 0.625 -1.539  -0.6242
3 N 0.100 0.373 1.141  -0.4612
4 S -0.372 -1.299 1.069  0.7729
5 O -1.739 -1.266 1.659  -0.4355
6 O -0.527 -1.574 -0.474  -0.7692
7 S 0.078 1.217 -0.150  0.8035
8 O 0.365 2.642 0.067  -0.3899

Results
E_tot (eV): -35260.475
Max |F| (hartree/bohr): 0.152
Orbital gap (spin up / spin down) (Ha): 0.3241 / 0.2551
HOMO (spin up / spin down) (eV): -10.395 / -10.608
Multiplicity: 3
Energy above the lowest of the compared OMol25 structures with the same formula, charge and spin (kcal per mole): 13.1



(3)
ORCA calculation (ωB97M-V with the def2-TZVPD basis set) on a structure of composition FNO4S at a distorted geometry.

Last column: Löwdin charge in e.
Element x y z (Å)
1 N -1.449 -0.250 0.213  -0.3154
2 O -1.499 0.782 0.722  0.2196
3 O -1.346 -1.394 0.433  0.1955
4 O 1.729 -0.405 1.019  -0.4609
5 O 2.378 1.194 -0.690  -0.4250
6 F -1.512 -0.045 -1.385  -0.1202
7 S 2.772 0.068 0.082  0.9065

Results
E_tot (eV): -23227.727
Max |F| (hartree/bohr): 0.070
Orbital gap (Ha): 0.3969
HOMO (eV): -12.363
Energy above the lowest of the compared OMol25 structures with the same formula, charge and spin (kcal per mole): 34.6



(4)
ORCA calculation (ωB97M-V with the def2-TZVPD basis set) on the molecule FNO5S at a distorted geometry.

Last column: Löwdin charge in e.
Element x y z (Å)
1 O -2.389 0.712 -0.683  0.2103
2 N -1.571 0.005 -0.248  -0.3930
3 O -1.551 -0.922 0.429  0.1999
4 O -0.200 0.552 -0.548  -0.1431
5 S 1.223 0.151 0.187  0.6297
6 O 2.210 0.484 -0.725  -0.1727
7 O 1.233 0.488 1.521  -0.1716
8 F 1.047 -1.470 0.066  -0.1594

Results
E_tot (eV): -25275.051
Max |F| (hartree/bohr): 0.100
Orbital gap (Ha): 0.4509
Structure (SMILES): O=[N+]([O-])OS(=O)(=O)F
HOMO (eV): -12.965
Energy above the lowest of the compared OMol25 structures with the same formula, charge and spin (kcal per mole): 1.4



Copy entry 4 word for word.
ORCA calculation (ωB97M-V with the def2-TZVPD basis set) on the molecule FNO5S at a distorted geometry.

Last column: Löwdin charge in e.
Element x y z (Å)
1 O -2.389 0.712 -0.683  0.2103
2 N -1.571 0.005 -0.248  -0.3930
3 O -1.551 -0.922 0.429  0.1999
4 O -0.200 0.552 -0.548  -0.1431
5 S 1.223 0.151 0.187  0.6297
6 O 2.210 0.484 -0.725  -0.1727
7 O 1.233 0.488 1.521  -0.1716
8 F 1.047 -1.470 0.066  -0.1594

Results
E_tot (eV): -25275.051
Max |F| (hartree/bohr): 0.100
Orbital gap (Ha): 0.4509
Structure (SMILES): O=[N+]([O-])OS(=O)(=O)F
HOMO (eV): -12.965
Energy above the lowest of the compared OMol25 structures with the same formula, charge and spin (kcal per mole): 1.4